Density functional theory data (wB97M-V/def2-TZVPD) for C13H29KNO7PS2 as an isolated structure in a non-equilibrium geometry.

Computed properties:
charge = 0
E_tot = -77060.11128 eV
LUMO = -1.5783 eV

Element x y z (Å)
C 3.808 -2.886 1.465
C 4.191 -2.615 0.000
C 5.500 -1.810 -0.174
C 5.297 -0.377 -0.671
C 4.194 0.392 0.087
C 2.890 0.601 -0.720
C 2.468 2.080 -0.884
C 1.006 2.306 -0.465
C 0.879 2.481 1.042
C -0.547 2.508 1.599
C -1.524 1.507 0.963
C -2.231 2.049 -0.285
S -4.025 1.879 -0.258
O -4.423 1.461 1.056
O -4.544 3.138 -0.722
N -4.401 0.797 -1.433
S -3.858 -0.642 -1.300
O -3.277 -1.031 -2.605
O -2.940 -0.934 -0.218
C -5.182 -1.827 -1.067
P -6.172 -1.555 0.438
O -7.086 -0.431 0.305
O -5.177 -1.474 1.669
O -6.894 -2.982 0.615
H 3.115 -2.139 1.851
H 3.309 -3.848 1.560
H 4.686 -2.901 2.105
H 4.309 -3.583 -0.481
H 3.372 -2.088 -0.485
H 6.144 -2.359 -0.859
H 6.015 -1.752 0.784
H 5.132 -0.346 -1.746
H 6.236 0.153 -0.499
H 4.596 1.354 0.393
H 3.955 -0.141 1.005
H 2.990 0.160 -1.708
H 2.085 0.096 -0.186
H 2.585 2.397 -1.919
H 3.088 2.721 -0.258
H 0.422 1.463 -0.833
H 0.615 3.199 -0.958
H 1.345 3.441 1.274
H 1.483 1.732 1.560
H -0.973 3.509 1.549
H -0.495 2.259 2.660
H -0.961 0.620 0.673
H -2.240 1.176 1.706
H -1.893 1.518 -1.171
H -2.027 3.105 -0.422
H -5.844 -1.897 -1.921
H -4.633 -2.761 -0.930
H -4.312 -1.862 1.493
H -7.018 -3.111 1.559
K -3.040 -2.751 -4.233